The following is a DFT calculation (the ωB97M-V functional and the def2-TZVPD basis) of a 2-piece molecular cluster, C6H17N2 overall.

Each line ends with the natural charge from an NBO analysis.
Positions of all 25 atoms, in Å:
1 C -4.08111 -1.09851 -0.12697  -0.592
2 C 0.86901 1.62925 0.56299  -0.626
3 C 1.66323 -0.57947 1.16658  -0.641
4 C 3.04032 0.62287 -0.55594  -0.610
5 C -2.58963 -1.10761 0.15508  -0.145
6 C 1.55704 0.39790 0.00160  0.097
7 N -1.93975 -0.16066 -0.36446  -0.505
8 N 0.64641 -0.04782 -1.01189  -0.681
9 H -4.28022 -2.05947 -0.45300  0.234
10 H -4.20077 -0.42688 -0.90183  0.212
11 H -4.62832 -1.10846 0.75683  0.249
12 H 1.30584 1.78364 1.53281  0.239
13 H 1.07690 2.47071 0.01409  0.222
14 H -0.22467 1.55186 0.67193  0.219
15 H 2.63013 -0.34314 1.71724  0.251
16 H 1.44952 -1.65643 0.98293  0.232
17 H 0.88026 -0.19264 1.86136  0.226
18 H 2.94941 1.57221 -1.27201  0.217
19 H 3.78040 0.69735 0.21630  0.248
20 H 3.38484 -0.22236 -1.13500  0.226
21 H -2.13023 -1.83023 0.85752  0.239
22 H -0.40634 -0.15854 -0.70189  0.439
23 H -2.31858 0.68098 -0.78743  0.399
24 H 0.90280 -0.93924 -1.32779  0.419
25 H 0.66354 0.52469 -1.85905  0.429

Atomic forces in eV per Å
C 2.261 -1.596 -0.046
C 0.333 -0.763 1.197
C -0.665 0.338 1.594
C -2.619 2.026 -2.087
C -1.734 -4.589 3.659
C 2.120 0.643 1.507
N 2.333 4.017 -3.306
N -1.304 -0.300 -1.340
H -0.666 -2.010 -1.414
H -1.329 1.558 -1.145
H -1.049 1.342 1.710
H -0.047 0.418 0.526
H 0.418 2.180 -1.536
H 0.414 -0.369 0.042
H -1.173 -0.898 -0.791
H 0.653 0.698 -0.025
H 0.410 -1.039 -0.103
H 0.832 -1.928 1.555
H 0.001 0.710 0.517
H -0.232 -0.351 -0.420
H -0.521 0.811 -0.067
H 0.829 0.150 -0.450
H 0.308 0.604 0.931
H 0.505 -1.984 -0.705
H -0.076 0.332 0.196

Summary:
max |F|	0.1190	hartree/bohr
E	-347.86261	a.u.
charge	+1
orbital gap (spin up / spin down)	6.601 / 8.307	eV
ΔE to the lowest compared entry with this formula, charge and spin	0.00	kJ/mol
2S+1	3

---

The following is a DFT calculation (the ωB97M-V functional and the def2-TZVPD basis) of a 2-piece molecular cluster, C6H17N2O overall.

Each line ends with the natural charge from an NBO analysis.
Positions of all 26 atoms, in Å:
1 C 1.27488 0.42900 2.34316  -0.667
2 C 0.72734 0.17433 0.95472  -0.042
3 C 1.61312 0.75322 -0.10573  -0.436
4 C 0.96183 0.69197 -1.51821  -0.494
5 N -2.74384 1.39303 -1.91159  -0.523
6 C -1.47673 0.81018 -2.05069  0.049
7 C -0.38678 1.35687 -1.49552  0.019
8 N 0.62816 -1.35265 0.74259  -0.682
9 H 0.67940 -0.08472 3.18732  0.252
10 H 2.33510 0.17466 2.49022  0.251
11 H 1.22677 1.51564 2.59785  0.268
12 H -0.32236 0.60061 0.84541  0.217
13 H 1.83863 1.82516 0.15324  0.265
14 H 2.60288 0.28552 -0.19336  0.259
15 H 0.90471 -0.27710 -1.92730  0.217
16 H 1.60967 1.15769 -2.30864  0.313
17 H -3.50465 1.12318 -2.56180  0.448
18 H -2.82663 2.35481 -1.64339  0.427
19 H -1.46215 -0.14142 -2.52065  0.241
20 H -0.36949 2.37088 -1.06489  0.245
21 H 1.43698 -1.81966 0.99018  0.434
22 H 0.47660 -1.54021 -0.25179  0.422
23 H -0.16566 -1.72973 1.30219  0.487
24 H -2.17185 -3.14575 0.74202  0.498
25 H -1.53256 -3.81300 1.95953  0.523
26 O -1.35334 -3.11248 1.24512  -0.991

Atomic forces in eV per Å
C -0.742 0.346 2.162
C -0.235 -0.288 0.625
C 0.676 1.330 -1.326
C 0.018 1.575 0.027
N 2.219 -1.356 -2.043
C -4.876 1.083 0.341
C 2.987 1.227 0.455
N -2.621 2.385 -0.656
H 0.797 0.634 -1.430
H -0.297 -0.229 -0.399
H -0.128 -0.753 -0.391
H 1.127 -0.814 0.277
H -0.341 -0.950 -0.208
H -0.237 -0.115 0.370
H -0.327 -1.604 -0.219
H -0.388 0.275 0.836
H 0.538 -0.292 0.724
H 0.130 0.578 0.595
H -0.033 -0.678 -0.485
H -0.446 -0.472 -0.076
H 2.412 -1.141 0.921
H -0.253 -0.294 0.291
H 0.130 -0.424 -0.496
H -0.171 0.065 -0.194
H 0.601 1.474 -1.364
O -0.540 -1.562 1.664

Summary:
max |F|	0.0974	hartree/bohr
E	-422.91159	a.u.
charge	+2
orbital gap (spin up / spin down)	11.423 / 8.084	eV
2S+1	2